# 1
This record from the OMol25 dataset describes a single C4H8N2 molecule at a distorted geometry. The level of theory is wB97M-V/def2-TZVPD.

Summary:
LUMO = 0.9 eV
gap between HOMO and LUMO = 10.631 eV
ΔE to the lowest compared entry with this formula, charge and spin = 20.2 kcal/mol
SMILES string = CC[C@@H](N)C#N
total charge = 0

Each line ends with the Mulliken charge.
Cartesian coordinates (Å):
N (-0.2117, 0.6793, -1.9899)  -0.49
C (0.6792, 0.3461, 0.3855)  -0.52
H (0.9841, 1.4142, 0.4909)  0.28
H (1.4773, -0.1747, -0.1211)  0.33
N (-1.4585, -2.2514, -0.6369)  -0.45
H (-1.0958, 0.9383, -0.0562)  0.28
C (-1.1341, -1.1331, -0.6681)  0.21
H (-0.7943, 1.2843, -2.5376)  0.18
H (0.4122, 0.0865, -2.5141)  0.19
C (-0.5526, 0.2368, -0.6580)  0.13
H (1.4001, -0.2682, 2.3732)  0.33
H (-0.2554, 0.3411, 2.4036)  0.29
C (0.4589, -0.2365, 1.7994)  -1.10
H (0.0905, -1.2627, 1.7293)  0.33

# 2
This record from the OMol25 dataset describes an isolated ion of composition C4H7N2 and charge +1 at a distorted geometry. The level of theory is wB97M-V/def2-TZVPD.

Summary:
LUMO = -5.3 eV
gap between HOMO and LUMO = 9.807 eV
ΔE to the lowest compared entry with this formula, charge and spin = 111.4 kcal/mol
SMILES string = C#[N+]N=C(C)C
total charge = +1

Each line ends with the Mulliken charge.
Cartesian coordinates (Å):
C (-0.6882, 2.6880, 1.0695)  -0.07
H (2.0731, -0.6545, -1.0950)  0.31
H (2.1278, -1.0024, 0.5641)  0.36
H (1.4615, -2.2904, -0.4248)  0.36
N (0.4248, 0.7323, 0.3640)  -0.24
C (1.4669, -1.2031, -0.2961)  -1.14
H (-0.9424, 3.7837, 1.1710)  0.47
C (0.2255, -0.4324, -0.1358)  0.90
H (-1.8006, -0.3717, 0.4375)  0.34
C (-1.2116, -0.7957, -0.4015)  -1.01
N (-0.2078, 1.6955, 0.7559)  0.07
H (-1.3784, -0.3230, -1.4873)  0.30
H (-1.5508, -1.8262, -0.5215)  0.34

# 3
This record from the OMol25 dataset describes a 8-piece molecular cluster, C20H32Cl8O12 overall at a distorted geometry. The level of theory is wB97M-V/def2-TZVPD.

Summary:
2S+1 = 2
LUMO (alpha / beta) = 2.1 / 2.1 eV
gap between HOMO and LUMO (alpha / beta) = 1.869 / 10.270 eV
⟨S²⟩ = 0.750
total charge = -1

Each line ends with the Mulliken charge.
Cartesian coordinates (Å):
H (-2.6571, -6.1672, 1.6202)  0.96
O (-6.6872, 0.6248, 0.2527)  -0.32
C (-7.6203, 1.6335, 0.6024)  0.63
H (0.8661, 3.5405, -2.7741)  0.31
C (-6.9300, 0.7276, 2.5254)  -0.48
H (4.5833, 4.0554, 3.0267)  0.27
H (-7.5472, -0.0666, 2.9456)  0.27
H (4.4196, 1.7443, 1.1915)  0.18
H (-1.6644, -3.7034, 0.7826)  -0.60
H (1.7102, -6.1102, -2.1725)  0.28
H (-0.6103, -5.8477, -0.6008)  -0.22
H (-5.9345, -0.8517, 1.3792)  0.14
O (-0.6799, 1.4283, 1.0667)  -0.09
H (0.0902, 5.8903, 3.6295)  0.33
Cl (-3.3259, -5.3941, -0.6372)  -0.08
C (-6.0784, 0.2281, 1.4161)  0.26
H (5.9485, 2.3063, 2.0359)  0.28
C (0.0895, -5.3084, -1.2393)  0.07
C (2.5185, 2.5318, -2.0282)  -0.13
H (3.1517, 3.2111, 2.4908)  0.05
O (1.3094, 1.4854, 2.3066)  -0.57
H (-6.3871, 1.2534, 3.3108)  0.31
H (-0.9071, 6.3247, 2.2998)  0.35
Cl (-0.1120, 4.3638, 0.2357)  -0.15
C (-1.4070, 0.4574, 0.3353)  -0.25
O (5.4319, 3.2789, 0.3188)  -0.36
O (2.3006, -5.2095, -0.5858)  0.07
H (-2.3269, -3.7083, 2.4574)  1.16
C (2.2246, -2.3545, -3.8415)  0.27
H (1.4118, 2.4931, -4.0275)  0.45
H (-0.6613, -1.5656, 0.1561)  -0.80
Cl (4.7667, -2.7574, -2.7493)  -0.18
C (0.0446, 5.8512, 2.5411)  -0.55
C (1.3584, -6.0630, -1.1419)  -1.24
O (-8.2091, 2.3348, -0.1631)  -0.54
H (-1.6696, 0.9417, -0.6053)  0.24
H (0.8926, 3.9860, 2.3910)  -0.03
O (-7.6546, 1.7966, 1.9170)  -0.25
O (2.3114, -3.1360, 0.2299)  -0.25
H (-5.0523, 0.5951, 1.4369)  -0.05
Cl (1.3679, -1.6358, -5.2569)  -0.22
Cl (-3.5354, -2.4864, 0.7770)  0.05
H (-0.8209, 3.8880, 2.4450)  0.37
H (0.0564, -0.6369, -0.9908)  -0.24
C (-0.0073, 4.4600, 1.9989)  -0.19
O (3.9777, 4.6284, 1.1604)  -0.24
O (4.7172, 4.9743, -0.9774)  -0.62
C (4.0922, 3.6411, 2.1463)  0.01
H (3.1207, 3.4136, -2.2470)  0.41
H (-2.2965, 0.0734, 0.8348)  0.07
C (1.2418, 2.5328, -2.9516)  -0.65
H (2.1905, 2.5595, -0.9891)  -0.07
C (1.7452, -4.0378, -0.3024)  -0.43
O (0.4552, -4.0706, -0.7160)  0.35
H (-0.2137, -5.0453, -2.2527)  0.37
C (-0.2899, -0.5475, 0.0389)  1.43
Cl (3.3827, 0.9756, -2.1115)  -0.17
C (0.4993, 0.9012, 1.5514)  0.51
C (-2.5465, -3.8670, 1.4017)  -0.97
H (1.8635, -3.3765, -3.7268)  0.14
C (5.0347, 2.5855, 1.5114)  -0.25
H (4.0446, -2.8544, -5.0179)  0.40
C (-3.1392, -5.3155, 1.1403)  -1.83
H (1.3473, -6.9600, -0.5226)  0.65
C (4.7366, 4.3409, 0.0707)  0.67
H (3.9199, -1.2340, -4.3534)  0.24
H (-4.1240, -5.2548, 1.6034)  0.69
Cl (1.5565, 6.5341, 2.0190)  -0.14
H (1.9025, -1.7531, -2.9914)  -0.12
O (0.6682, -0.3416, 1.0109)  -0.24
C (3.7423, -2.2875, -4.1374)  -0.53
Cl (0.0024, 1.3557, -2.5008)  -0.14

# 4
This record from the OMol25 dataset describes a 2-piece molecular cluster, C9H14O overall at a distorted geometry. The level of theory is wB97M-V/def2-TZVPD.

Summary:
LUMO = 0.7 eV
gap between HOMO and LUMO = 8.905 eV
ΔE to the lowest compared entry with this formula, charge and spin = 71.3 kcal/mol
SMILES string = Cc1ccc(O)cc1.CC
total charge = 0

Each line ends with the Mulliken charge.
Cartesian coordinates (Å):
H (-1.2526, -1.6618, 1.3858)  0.35
H (1.4920, -2.1640, 0.4041)  0.32
H (0.7984, 0.7753, -2.3294)  0.23
H (2.5048, -2.3013, -2.5156)  0.24
H (3.0253, -1.6214, -1.0900)  0.38
C (-0.9797, 0.3490, -1.2237)  -0.49
H (-0.2983, 2.2149, 3.4404)  0.32
H (2.6969, -0.6406, -2.4762)  0.37
C (0.3216, 0.0336, -1.6811)  -0.25
H (-1.5723, 1.2220, -1.4817)  0.40
C (1.0319, -1.0218, -1.1809)  1.04
H (1.4637, 1.7837, 0.8178)  0.29
O (-2.5821, 0.2573, 0.2500)  -0.51
C (0.5609, 1.5853, 1.4149)  -0.31
C (-1.4258, -0.4290, -0.1629)  0.46
H (0.0219, 3.5186, 2.3478)  0.31
C (0.3642, 2.5390, 2.6654)  -1.12
C (2.3299, -1.3291, -1.7529)  -1.56
H (0.7947, 0.5132, 1.6889)  0.15
H (-0.4446, 1.7087, 0.9754)  0.13
H (1.3217, 2.7579, 3.3489)  0.28
C (-0.6296, -1.3567, 0.6024)  -0.81
H (-2.9051, -0.2989, 1.1010)  0.34
C (0.5949, -1.6812, 0.0493)  -0.55